Entry 1:
ORCA calculation (the ωB97M-V functional and the def2-TZVPD basis) on the ion C5H13N2 with charge +1 in a non-equilibrium geometry.

```
20
Properties=species:S:1:pos:R:3:forces:R:3
N -1.6159 -0.8760 -1.9529 -1.4209 -0.8063 0.0431
C -0.8283 -1.2723 -0.8704 -0.9582 0.0034 -0.2840
C -0.9668 -0.6372 0.3094 0.1002 -0.9004 0.4278
C -0.0117 -0.7653 1.4507 0.1841 0.4647 0.6299
C 1.0250 0.3909 1.5385 -0.0609 -0.0780 0.6569
C 1.5927 0.8479 0.2113 -0.6516 -0.0808 1.1234
N 0.5725 1.7417 -0.4545 0.2013 -0.2065 -0.4535
H -2.1802 -1.6121 -2.3385 0.0635 -0.2311 -0.3332
H -1.4741 -0.1751 -2.6476 0.5818 0.5429 0.2732
H -0.4427 -2.2853 -0.9874 1.1796 0.3599 0.2138
H -1.9708 -0.2808 0.5480 0.4470 1.1107 -0.5577
H 0.5533 -1.6904 1.4918 0.0309 -0.3480 -0.5268
H -0.5374 -0.7315 2.4010 -0.2587 -0.0802 0.0598
H 0.6337 1.2512 2.0921 -0.2549 0.0597 -0.1858
H 1.8236 0.0523 2.1983 0.2510 -0.0496 -0.2291
H 2.4682 1.4619 0.3427 0.4412 -0.1077 -0.0881
H 1.7442 -0.0445 -0.3815 0.2687 0.2136 -0.6406
H 0.0067 2.2582 0.2240 0.3171 0.1070 0.0263
H -0.0984 1.1474 -0.9534 -0.0726 -0.0448 -0.0971
H 1.0568 2.3813 -1.0872 -0.3887 0.0715 -0.0582
```
Forces are in eV/Å.

The energy above the lowest of the compared OMol25 structures with the same formula, charge and spin is 260.5 kJ/mol. As for the total energy: -8368.11062 eV. Its total charge is +1. As for the spin multiplicity: 1. The structure (SMILES) is N/C=C/CCC[NH3+].

---

Entry 2:
ORCA calculation (the ωB97M-V functional and the def2-TZVPD basis) on a structure of composition C5H13N2 in a non-equilibrium geometry.

```
20
Properties=species:S:1:pos:R:3:forces:R:3
C 0.3999 1.5511 0.4779 -0.3274 -2.8191 -2.3012
C 2.1845 0.0870 -0.6680 0.1563 1.8352 1.5650
C -2.6097 0.5957 -0.4335 0.4362 3.7010 -1.3997
C 0.0315 -2.1315 0.2832 -0.9562 -1.0377 0.7470
C 0.9774 0.1515 0.3971 2.1432 -1.4595 1.6034
N -1.8184 0.5791 0.6730 2.1594 -1.3357 1.3031
N -0.0055 -0.7452 -0.0302 -2.6799 0.2621 -1.3056
H 0.5324 2.1792 -0.3771 -0.2503 0.3561 -0.5114
H -0.8032 1.1838 0.5620 0.6733 0.9074 0.0473
H 0.5271 1.9675 1.3837 0.3527 1.8066 3.0500
H 2.7148 -0.8415 -0.5824 -0.0109 -0.5528 -0.2167
H 2.8938 0.8728 -0.2871 -0.5146 -0.6990 -0.3756
H 1.9197 0.3840 -1.6811 -0.3292 -0.3704 0.0840
H -2.5227 -0.2740 -0.9916 -0.1455 -1.7791 -1.3544
H -2.3766 1.5212 -1.1506 -0.4756 -1.7650 1.2966
H -3.5657 0.8425 -0.0099 -1.1233 -0.1566 -0.1386
H 0.9119 -2.4651 -0.3072 -0.2135 -0.2324 0.4591
H -0.8591 -2.7505 -0.0269 0.7489 1.2354 -0.6053
H 0.0515 -2.4447 1.3512 1.0015 0.7199 -0.3038
H 1.4164 -0.2628 1.4177 -0.6452 1.3835 -1.6430
```
Forces are in eV/Å.

The energy above the lowest of the compared OMol25 structures with the same formula, charge and spin is 964.3 kJ/mol. As for the total energy: -8360.81638 eV. Its total charge is +1. As for the spin multiplicity: 1.

---

Entry 3:
ORCA calculation (the ωB97M-V functional and the def2-TZVPD basis) on a cluster of 3 separate species, C5H13N2 in total in a non-equilibrium geometry.

```
20
Properties=species:S:1:pos:R:3:forces:R:3
C 1.6467 -2.5787 -0.8399 0.0490 -0.0358 0.2066
C 1.2439 -2.0987 0.3034 0.4048 -0.1305 -0.9331
C 0.7939 -2.6964 -2.0664 -0.2717 0.0689 -0.1112
C 0.8596 -1.5394 1.3988 -0.1762 0.7370 0.8368
C 1.0674 1.4111 1.1268 -0.6341 1.2590 -0.7803
N 0.1687 1.6325 0.2368 0.8494 -0.3740 0.3976
N -2.3338 2.0889 0.8609 -0.0706 -0.0421 0.0897
H 2.6658 -2.9356 -0.9285 0.1089 0.0497 0.1886
H 1.2578 -3.3665 -2.7860 -0.0805 -0.0069 -0.0170
H -0.2009 -3.0687 -1.8203 0.0418 -0.0015 -0.0669
H 0.6769 -1.7188 -2.5407 0.0185 -0.0832 -0.0801
H 0.4320 -2.0709 2.2345 -0.0549 -0.1113 0.0924
H 0.8113 1.5746 2.1654 -0.1025 -0.2020 0.1059
H 0.9860 -0.4489 1.5408 -0.0435 -1.0033 0.0630
H 2.1079 1.2569 0.8742 0.0081 -0.2355 -0.1569
H -0.9070 1.8287 0.4938 0.1581 0.0180 0.0655
H 0.4118 1.5431 -0.7455 0.1547 -0.0292 0.0759
H -2.4154 2.9277 1.4241 -0.1335 0.0552 0.0376
H -2.7340 1.3185 1.3876 -0.0963 0.0488 -0.0159
H -2.8960 2.2207 0.0277 -0.1297 0.0187 0.0017
```
Forces are in eV/Å.

The energy above the lowest of the compared OMol25 structures with the same formula, charge and spin is 340.5 kJ/mol. As for the total energy: -8367.28122 eV. Its total charge is +1. As for the spin multiplicity: 1.

---

Entry 4:
ORCA calculation (the ωB97M-V functional and the def2-TZVPD basis) on a cluster of 2 separate species, C5H13N2 in total in a non-equilibrium geometry.

```
20
Properties=species:S:1:pos:R:3:forces:R:3
C -1.2857 0.5470 0.1941 0.1921 -1.5693 -0.3643
C -1.0225 1.9599 0.5190 -1.9729 -1.8076 2.4804
C 1.6812 -0.3987 1.2966 0.6878 -1.5294 -3.9976
C -2.3645 -1.4064 -0.7707 -0.4101 -2.2318 1.9529
C 0.9439 -0.5074 -0.1111 -0.9307 1.1423 2.2496
N -2.1279 -0.2915 0.0575 1.4953 2.7513 -0.4590
N 1.8430 0.2663 -1.0535 2.0450 -6.0983 -0.4465
H -0.0807 1.9636 0.8937 3.0196 0.1388 1.4533
H -1.6593 2.3567 1.3507 0.0414 -0.2582 -1.1643
H -0.9419 2.5081 -0.3383 -0.5995 1.6411 -2.3474
H 2.0448 0.5652 1.5596 -0.2444 1.0476 0.3519
H 1.0506 -0.8602 1.9748 -0.9086 -0.6169 1.8095
H 2.5991 -1.0177 1.1452 -0.3793 0.1849 0.6003
H -1.5551 -2.1886 -0.7611 -0.3426 1.2227 -0.6033
H -2.8328 -1.1011 -1.6820 0.3787 0.1594 -0.8134
H -3.1518 -1.8850 -0.2150 -0.6191 -0.8034 -0.1934
H 0.7336 -1.5572 -0.3929 0.6510 0.7710 -0.1769
H 1.5269 0.0095 -1.9826 -0.0282 1.1036 -0.3615
H 2.8896 -0.1031 -0.9863 -2.2054 1.3383 -0.0444
H 1.7095 1.1405 -0.6978 0.1300 3.4140 0.0739
```
Forces are in eV/Å.

The energy above the lowest of the compared OMol25 structures with the same formula, charge and spin is 556.7 kJ/mol. As for the total energy: -8365.04029 eV. Its total charge is +1. As for the spin multiplicity: 1.

---

Entry 5:
ORCA calculation (the ωB97M-V functional and the def2-TZVPD basis) on the ion C5H13N2 with charge +1 in a non-equilibrium geometry.

```
20
Properties=species:S:1:pos:R:3:forces:R:3
C 1.4106 -1.9098 0.2736 -0.6882 0.6479 -0.3803
C 0.3480 -1.3983 -0.3703 -0.3908 0.3564 0.3098
N -0.9465 -1.9546 -0.3226 -0.0193 -0.8425 -0.6563
C 0.4278 -0.0253 -0.9823 0.1451 -0.2426 1.5402
C -0.4703 1.0171 -0.2829 0.2775 -0.1842 0.3006
C 0.3131 2.2864 0.0232 0.1887 -0.0436 -0.3357
N -0.9337 0.4454 1.0886 0.8336 0.2408 -0.4527
H 2.1472 -1.1529 0.5328 0.6316 -0.8369 -0.4373
H 1.4665 -2.9496 0.5719 0.0256 0.2470 0.4427
H -1.7112 -1.5135 -0.8330 0.6959 -0.1842 -0.3138
H -0.9076 -2.9456 -0.5283 -0.4691 -0.0964 0.3119
H 0.2431 -0.0971 -2.0466 0.0671 0.2850 -0.2114
H 1.4382 0.2705 -0.7341 0.3662 0.2971 -0.7453
H -1.3980 1.1955 -0.8334 0.1900 0.1115 0.0973
H 1.0966 2.0618 0.7550 -0.2899 0.0348 0.2828
H -0.3403 3.0956 0.3469 0.2031 0.0652 0.1056
H 0.9146 2.6080 -0.8304 -0.4942 0.0512 -0.2155
H -1.9317 0.5057 1.0809 -0.8113 -0.4046 0.4849
H -0.5876 -0.5260 1.2198 -0.4910 0.1818 -0.1497
H -0.5786 0.9867 1.8711 0.0295 0.3162 0.0221
```
Forces are in eV/Å.

The energy above the lowest of the compared OMol25 structures with the same formula, charge and spin is 190.7 kJ/mol. As for the total energy: -8368.83402 eV. Its total charge is +1. As for the spin multiplicity: 1. The structure (SMILES) is C=C(N)C[C@H](C)[NH3+].

---

Entry 6:
ORCA calculation (the ωB97M-V functional and the def2-TZVPD basis) on the ion C5H13N2 with charge +1 in a non-equilibrium geometry.

```
20
Properties=species:S:1:pos:R:3:forces:R:3
C -0.3965 -2.5396 0.5510 1.2356 0.6635 -0.0928
C 0.0224 -1.5445 -0.2695 -2.4759 -1.0977 0.6209
N 1.0273 -1.7339 -1.2045 1.6025 1.2315 1.4313
C -0.7197 -0.2140 -0.3399 0.2794 -1.6605 -0.5161
C -0.0401 0.8677 0.4309 1.9188 0.8277 0.5497
C -0.8964 1.9553 0.9947 -1.5944 1.0412 -0.3595
N 1.0889 1.4960 -0.4418 -0.8589 -0.8269 0.9480
H -1.3863 -2.6976 0.9424 -0.0278 0.8799 0.6361
H 0.3543 -3.2528 0.8690 -0.2504 -0.7460 -0.6359
H 1.5693 -2.5594 -1.0191 0.0670 -0.2034 -0.6379
H 0.8660 -1.4656 -2.1524 -0.1084 -0.1753 -0.3396
H -1.6773 -0.2999 0.1617 -0.4045 -0.3102 -0.5385
H -0.7572 -0.0540 -1.4191 -0.8001 0.9427 -0.0038
H 0.5432 0.4449 1.2625 -0.1603 -0.1740 -0.3134
H -1.8492 2.0139 0.4567 0.0126 -0.1752 0.0579
H -0.5409 2.9895 0.9152 0.5587 -0.3116 0.0875
H -1.1461 1.7901 2.0384 0.0917 -0.1574 0.0614
H 1.6071 2.1405 0.1494 0.3192 0.0493 -0.1806
H 1.6389 0.6661 -0.6909 0.3934 0.3524 -0.5738
H 0.6922 1.9974 -1.2348 0.2018 -0.1501 -0.2009
```
Forces are in eV/Å.

The energy above the lowest of the compared OMol25 structures with the same formula, charge and spin is 228.4 kJ/mol. As for the total energy: -8368.44355 eV. Its total charge is +1. As for the spin multiplicity: 1. The structure (SMILES) is C=C(N)C[C@H](C)[NH3+].

---

Entry 7:
ORCA calculation (the ωB97M-V functional and the def2-TZVPD basis) on a cluster of 2 separate species, C5H13N2 in total in a non-equilibrium geometry.

```
20
Properties=species:S:1:pos:R:3:forces:R:3
C 0.2842 1.5676 2.5079 0.0622 -1.1609 0.0804
C 1.7893 0.0160 1.7371 -0.9007 0.4766 -1.7579
N 0.7091 0.6531 1.4116 2.4157 -0.0681 1.3152
H 0.3505 2.5832 2.1201 0.0639 -0.0196 0.1939
H 0.9042 1.4104 3.4276 -0.5101 0.4209 -0.7144
H -0.7461 1.3385 2.7386 -0.4181 0.2169 0.2064
H 2.4304 -0.4328 0.9420 -0.8361 -0.1873 0.5587
H 2.1752 -0.0507 2.7485 0.1480 0.3219 0.1831
C -0.1120 -0.7349 -3.0144 1.6777 0.7458 1.3613
C -0.2457 -0.0245 -1.6233 -0.0364 0.4138 -0.8479
C -1.8025 -0.7515 0.1280 0.7443 -1.4628 -0.0469
N -0.8035 -0.9602 -0.6363 0.0255 0.1394 0.5056
H 0.5906 -1.6009 -2.8501 -1.0152 0.5748 -0.6637
H -1.0900 -0.9500 -3.3995 -0.3012 -0.6242 -0.1721
H 0.3699 -0.0229 -3.7173 -0.1984 -0.4831 0.4908
H 0.7260 0.3140 -1.1933 -0.7382 -0.1585 -0.4056
H -0.9515 0.8316 -1.7064 0.5893 -0.4918 0.2693
H -2.0525 -1.6036 0.8261 -0.0543 1.5144 -0.6025
H -2.2901 0.2018 -0.0043 -0.5341 -0.0836 0.3445
H -0.2357 -1.7842 -0.4425 -0.1838 -0.0846 -0.2982
```
Forces are in eV/Å.

The energy above the lowest of the compared OMol25 structures with the same formula, charge and spin is 306.5 kJ/mol. As for the total energy: -8367.63393 eV. Its total charge is +1. As for the spin multiplicity: 1.

---

Entry 8:
ORCA calculation (the ωB97M-V functional and the def2-TZVPD basis) on the ion C5H13N2 with charge +1 in a non-equilibrium geometry.

```
20
Properties=species:S:1:pos:R:3:forces:R:3
C -1.9681 1.2454 0.0382 4.0692 4.0942 -0.0774
C -0.6175 1.4873 0.1766 -2.8653 -4.8195 2.9600
C 0.3100 0.2943 0.8793 -0.5001 4.2236 -2.5563
N 1.4355 0.9627 1.3416 0.6674 -0.6521 0.2728
N 0.6370 -0.7136 -0.2200 -1.1533 0.2845 -1.3467
C 0.0060 -1.9779 0.0876 -0.3688 -3.0587 0.8093
C 0.1978 -0.2593 -1.5805 1.2889 1.4164 0.6755
H -2.4403 2.2318 -0.1247 -0.7919 -1.2282 -0.2729
H -2.4078 0.2996 0.0581 -0.8988 -1.0754 0.2176
H -0.1894 2.4417 0.2185 0.4662 1.2733 -0.1567
H -0.1601 -0.2705 1.6197 -1.0335 -0.6732 1.1723
H 2.2095 0.4395 1.7324 -0.2004 0.4333 0.1559
H 1.5893 1.9001 1.0382 0.4006 0.1653 -0.0678
H 1.6189 -0.6751 -0.2680 1.7138 -0.7139 0.1479
H -0.9224 -1.7040 0.6107 0.1222 -0.5125 -0.4679
H -0.2138 -2.6380 -0.7952 0.2464 1.0778 0.6086
H 0.5784 -2.6613 0.7870 -0.3147 1.2274 -0.6209
H -0.8117 -0.5144 -1.7086 -1.3061 -0.0820 -0.2222
H 0.3472 0.8367 -1.5735 -0.1305 -0.8124 -0.6094
H 0.8017 -0.7249 -2.3174 0.5888 -0.5678 -0.6218
```
Forces are in eV/Å.

The energy above the lowest of the compared OMol25 structures with the same formula, charge and spin is 343.1 kJ/mol. As for the total energy: -8367.25460 eV. Its total charge is +1. As for the spin multiplicity: 1. The structure (SMILES) is C=C[C@H](N)[NH+](C)C.

---

Entry 9:
ORCA calculation (the ωB97M-V functional and the def2-TZVPD basis) on the ion C5H13N2 with charge +1 in a non-equilibrium geometry.

```
20
Properties=species:S:1:pos:R:3:forces:R:3
C 0.7650 -2.5698 -0.0584 2.7526 -1.9158 1.4474
C 0.0610 -1.2698 0.3164 -0.5392 -2.8798 -2.2011
N -0.1392 -1.0060 1.6821 -2.4192 -0.4013 1.1102
C 0.8367 -0.1956 -0.2810 1.3252 2.9648 -1.3906
C 0.2030 1.1814 -0.0008 2.6486 -1.0908 3.7878
C -0.8085 1.5526 -0.6963 -1.8888 1.1748 -0.6771
N -1.2523 3.0298 -0.7673 -0.2004 -1.6834 0.2555
H 1.6820 -2.8096 0.6731 -1.9156 0.6764 -1.4816
H 0.2328 -3.5062 -0.1440 -1.0795 -0.0822 1.0533
H 1.1712 -2.6648 -1.0590 0.4425 1.1283 -0.4104
H -0.8184 -1.2803 -0.3325 -0.9323 -0.0717 0.7541
H -0.5172 -1.7204 2.3282 0.2442 0.3671 -1.1849
H 0.7049 -0.7082 2.0448 2.0176 0.6665 1.2514
H 1.8702 -0.1894 0.1125 -0.3203 0.1412 -0.1073
H 0.9338 -0.2138 -1.4072 -0.1515 -0.6060 1.2751
H 0.5174 1.6157 1.0182 0.0662 0.3762 -2.1841
H -1.4752 0.7680 -1.0362 -0.0840 0.6530 -1.3130
H -1.1365 3.5102 0.1381 -0.0785 -0.1150 -0.3489
H -0.5825 3.4105 -1.4559 -0.8635 0.3084 0.2687
H -2.2482 3.0659 -1.0747 0.9759 0.3894 0.0955
```
Forces are in eV/Å.

The energy above the lowest of the compared OMol25 structures with the same formula, charge and spin is 371.1 kJ/mol. As for the total energy: -8366.96461 eV. Its total charge is +1. As for the spin multiplicity: 1. The structure (SMILES) is C[C@@H](N)C/C=C/[NH3+].

---

Entry 10:
ORCA calculation (the ωB97M-V functional and the def2-TZVPD basis) on the ion C5H13N2 with charge +2 in a non-equilibrium geometry.

```
20
Properties=species:S:1:pos:R:3:forces:R:3
C -1.1456 -0.9314 2.0751 0.1179 -0.6940 0.1498
C -1.7941 -0.7521 0.7672 -0.1146 1.4209 1.3484
C -1.3382 0.4528 -0.0070 1.3970 1.1263 -0.8324
C 0.1990 0.7191 -0.1479 -1.1369 0.4883 0.4494
N 0.7637 -0.2635 -1.0274 0.6903 0.2314 0.1909
C 1.9610 -0.1571 -1.6102 -1.1932 -0.3952 -0.5042
N 2.6624 0.9289 -1.6147 0.4218 0.6128 -0.5391
H -0.0481 -0.9970 2.0601 0.0450 0.2017 -0.0585
H -1.5487 -1.7421 2.6858 -0.1683 0.0018 -0.1768
H -1.3303 -0.0275 2.6890 0.0107 0.2484 0.3384
H -2.8912 -0.7867 0.8903 0.0200 -0.6182 -0.5256
H -1.5088 -1.6213 0.0973 -0.4503 -0.3542 -0.3819
H -1.7940 0.6745 -0.9718 -0.2390 -0.8230 -0.0675
H -1.5885 1.3539 0.5954 -0.3751 -0.2012 0.4729
H 0.6631 0.7961 0.8446 0.1525 -0.5932 -0.0760
H 0.3111 1.7395 -0.5280 0.0802 -0.0745 -0.3243
H 0.3023 -1.1615 -1.0118 0.3293 -0.1538 -0.4594
H 2.2752 -1.0045 -2.2169 0.3797 -0.1565 0.5425
H 2.2609 1.8608 -1.5404 0.0902 -0.1731 0.6115
H 3.5889 0.9190 -2.0286 -0.0571 -0.0945 -0.1582
```
Forces are in eV/Å.

The energy above the lowest of the compared OMol25 structures with the same formula, charge and spin is 329.3 kJ/mol. As for the total energy: -8355.00696 eV. Its expectation value of S² is 0.753. Its total charge is +2. As for the spin multiplicity: 2.